Formula: C2H3FeO2
Source: the OMol25 dataset
Level of theory: ωB97M-V/def2-TZVPD

- multiplicity = 5
- energy above the lowest of the compared OMol25 structures with the same formula, charge and spin (kJ/mol) = 57.6
- total charge = +1
- <S²> = 6.010
- gap between HOMO and LUMO (alpha / beta) (eV) = 6.249 / 6.017
- HOMO (alpha / beta) (eV) = -13.209 / -13.088

```
8
Properties=species:S:1:pos:R:3:forces:R:3
C 0.706852 0.259237 1.352309 1.6 2.3 0.3
C 1.278106 0.765392 0.185893 -0.3 -3.0 -0.5
O 0.672617 0.555409 -0.998407 -0.9 -0.9 -0.2
O -0.489393 -0.377266 1.110404 -1.2 0.1 -1.0
H 2.381109 0.779250 0.220728 -0.5 1.3 -0.2
H -0.925146 -0.636755 1.930353 0.1 0.0 0.1
Fe -0.806127 -0.690883 -1.030094 1.8 1.6 0.9
H 0.835313 1.572106 1.425442 -0.5 -1.5 0.5
```
Positions in Å, forces in eV/Å.

Atom charges from the natural (NBO) analysis, given in e for atoms 1 to 5:
1 C -0.0513
2 C 0.0589
3 O -0.8328
4 O -0.8160
5 H 0.2492


Formula: C5H15MnN4O13S
Source: the OMol25 dataset
Level of theory: ωB97M-V/def2-TZVPD

- multiplicity = 6
- energy above the lowest of the compared OMol25 structures with the same formula, charge and spin (kJ/mol) = 215.9
- total charge = -1
- <S²> = 8.755
- gap between HOMO and LUMO (alpha / beta) (eV) = 6.168 / 6.133
- HOMO (alpha / beta) (eV) = -4.098 / -4.109

```
39
Properties=species:S:1:pos:R:3:forces:R:3
Mn 9.590390 -1.003950 8.157740 -1.8 1.7 0.5
C 6.475070 0.525190 7.960600 0.9 -1.4 -0.4
O 7.825960 0.232030 7.994210 0.3 0.1 0.5
H 6.135250 1.541430 8.160290 0.4 0.7 -0.2
H 6.069350 0.193570 7.004820 -0.4 0.4 -0.8
H 5.843380 -0.053320 8.634690 -0.1 -0.5 0.9
S 11.021820 -2.333030 10.006530 2.6 -2.2 5.7
O 11.322290 -3.676880 10.478180 -1.3 -2.1 -2.3
O 11.749010 -1.609830 11.037490 0.7 3.3 -0.6
O 11.300670 -1.996270 8.625630 3.6 -0.3 -4.0
O 9.626090 -1.943990 9.955790 -4.8 0.2 1.6
C 6.092290 -3.015690 7.335620 0.5 0.0 0.2
N 7.493360 -3.333830 6.965450 0.6 -1.8 -1.0
O 8.340900 -2.526750 7.203180 0.2 0.5 0.3
O 7.765340 -4.375280 6.376290 -1.0 0.2 0.3
H 5.884870 -2.167400 6.683330 -0.5 0.0 0.3
H 6.153390 -2.723180 8.383860 -0.2 0.2 -0.2
H 5.469050 -3.899080 7.196690 0.2 0.3 -0.2
C 8.168860 2.116610 11.467360 0.2 0.5 -1.2
N 9.430630 1.371490 11.310100 1.3 -2.8 1.5
O 9.989700 1.127660 12.386440 -0.2 0.7 -0.8
O 9.850530 0.960560 10.241360 -0.7 1.4 0.6
H 8.595230 3.119540 11.446430 -0.8 0.4 0.0
H 7.676700 1.918740 12.419580 0.4 -0.2 -0.2
H 7.561580 1.896550 10.589360 0.0 0.2 0.1
C 11.801800 -2.857000 5.382980 0.0 -1.7 -0.2
N 11.253170 -1.501080 5.305720 1.4 1.7 -0.5
O 11.807950 -0.672750 4.555400 -1.4 -1.6 1.3
O 10.365220 -1.254180 6.107570 0.4 0.2 -1.8
H 12.222160 -3.298110 4.479210 0.0 1.0 -0.5
H 10.971220 -3.520940 5.622610 0.2 0.2 0.7
H 12.605490 -2.872400 6.119150 -0.5 0.2 0.4
C 13.224050 0.890200 9.298270 -0.7 -0.4 -0.3
N 12.438170 1.128210 8.058420 -1.3 0.6 -2.3
O 12.846690 1.925080 7.188310 0.0 -1.2 1.9
O 11.387260 0.509270 7.888400 1.2 1.2 0.4
H 12.826300 -0.030800 9.724460 0.2 -0.3 0.0
H 12.935410 1.662920 10.010790 0.5 0.3 -0.2
H 14.255620 0.845370 8.949060 -0.1 0.3 0.6
```
Positions in Å, forces in eV/Å.

Atom charges from the natural (NBO) analysis, given in e for atoms 1 to 5:
1 Mn 1.5519
2 C -0.1919
3 O -1.0127
4 H 0.1241
5 H 0.1090


Formula: C19H14AsBrN4S6Ti
Source: the OMol25 dataset
Level of theory: ωB97M-V/def2-TZVPD

- multiplicity = 1
- energy above the lowest of the compared OMol25 structures with the same formula, charge and spin (kJ/mol) = 19.5
- gap between HOMO and LUMO (eV) = 6.080
- HOMO (eV) = -7.600

```
46
Properties=species:S:1:pos:R:3:forces:R:3
Ti 0.399474 -0.028718 0.484200 0.9 0.9 -0.5
S -0.247131 2.047936 2.062762 0.1 -0.3 0.0
C -0.889338 2.384939 0.536928 -0.4 0.4 -0.3
N -0.673487 1.525651 -0.428837 -0.2 0.7 -0.1
C -1.208306 1.927093 -1.644653 -0.1 0.1 -0.3
C -1.072132 1.281540 -2.870549 0.1 0.0 0.1
C -1.695815 1.826689 -3.978559 0.0 0.0 0.0
C -2.431789 3.006332 -3.883602 0.0 0.1 0.0
C -2.544134 3.677005 -2.677578 0.0 0.0 0.0
C -1.923864 3.130080 -1.565051 0.1 -0.1 0.2
S -1.856639 3.760596 0.067299 0.2 -0.2 -0.1
H -0.448409 0.402601 -2.961909 0.0 -0.1 0.0
H -1.601395 1.328847 -4.934441 0.0 0.0 0.0
H -2.895388 3.420021 -4.769293 0.0 0.0 0.0
H -3.091983 4.606631 -2.599033 0.0 0.0 0.0
S 4.445410 -1.863653 -0.313116 -0.2 0.3 0.2
As 2.502868 -1.551463 -1.012691 1.0 -1.0 -0.6
S 0.995025 -2.322510 0.461943 0.1 0.3 -0.3
S 1.994940 0.669978 -0.977409 -0.7 -0.5 0.5
S 2.013126 -2.259450 -2.917100 -0.3 0.2 0.1
C 5.344036 0.031167 2.985047 0.0 0.0 -0.1
C 3.880768 -0.229379 3.146503 -0.2 0.0 0.1
C 3.327611 -0.837916 4.260084 0.0 0.1 -0.1
C 1.960973 -1.087447 4.303070 -0.1 0.0 0.0
C 1.213681 -0.732792 3.209906 -0.1 0.0 0.1
Br -0.640581 -1.145077 3.153178 0.1 -0.1 0.2
N 1.705273 -0.141704 2.120390 0.7 -0.2 1.1
C 3.018380 0.116249 2.108830 0.1 0.1 0.1
H 5.906606 -0.287752 3.860226 0.0 0.0 0.0
H 5.531083 1.091858 2.811163 0.0 0.0 0.0
H 5.704831 -0.511988 2.108873 0.0 0.0 0.0
H 3.950244 -1.123751 5.098205 0.0 0.0 0.0
H 1.486342 -1.557322 5.151377 0.0 0.0 0.0
H 3.409256 0.612450 1.235130 -0.1 0.0 -0.1
N -5.804196 -3.324801 -2.058381 0.0 0.0 0.0
C -4.850783 -2.799372 -1.692956 -0.2 -0.1 -0.1
C -3.661427 -2.144345 -1.237388 0.4 0.1 0.0
C -2.447101 -2.349791 -1.884376 -0.2 0.1 0.1
C -1.319176 -1.720704 -1.394409 0.1 -0.1 -0.1
N -1.354864 -0.906703 -0.331499 -1.0 -0.6 -0.2
C -2.532298 -0.680026 0.262780 -0.1 0.1 -0.1
C -3.703045 -1.283868 -0.143890 -0.1 0.0 0.0
H -2.371322 -3.004739 -2.739793 0.0 0.0 0.0
H -0.356793 -1.895527 -1.872893 0.0 0.0 0.1
H -2.540403 0.025880 1.085193 0.0 0.0 0.0
H -4.628109 -1.082738 0.376305 0.0 0.0 0.0
```
Positions in Å, forces in eV/Å.

Atom charges from the natural (NBO) analysis, given in e for atoms 1 to 5:
1 Ti 0.9567
2 S -0.0802
3 C -0.0777
4 N -0.6186
5 C 0.1828


Formula: C10H11NO3S
Source: the OMol25 dataset
Level of theory: ωB97M-V/def2-TZVPD

- multiplicity = 1
- energy above the lowest of the compared OMol25 structures with the same formula, charge and spin (kJ/mol) = 649.2
- gap between HOMO and LUMO (alpha / beta) (eV) = 8.119 / 8.118
- HOMO (alpha / beta) (eV) = -7.914 / -7.912

```
26
Properties=species:S:1:pos:R:3:forces:R:3
C -3.233183 -0.732295 0.403844 -2.0 0.3 0.2
C -1.911243 -1.221743 0.347370 -2.0 -2.2 -0.3
C -3.394296 0.419240 -0.303139 0.1 0.3 -0.1
C -1.144953 -0.564639 -0.576402 -1.0 0.2 1.3
C 0.984503 -0.172039 1.826781 1.7 -3.0 0.5
C 0.600742 1.051320 1.682651 -1.2 1.8 0.8
C 1.141566 1.965476 0.497661 -2.8 -0.9 1.0
C 1.973562 1.247392 -0.566652 -0.2 2.1 -1.4
C 1.035464 0.336525 -1.435837 2.3 -0.9 -0.2
C 0.215620 -0.753659 -0.839447 2.0 -1.0 0.5
N 0.754664 -1.909362 -0.505022 -0.2 -0.5 -0.7
O 2.166256 -1.959578 -0.606675 -0.5 0.3 -0.8
O 1.435073 -1.280556 1.918122 -1.2 2.7 0.3
O 0.201125 -2.980930 -0.182972 0.4 1.0 0.1
S -1.949677 0.853180 -1.114611 -0.5 0.2 -0.2
H -4.164176 -1.257402 0.806700 1.8 0.7 -0.1
H -1.856289 -2.233407 0.765604 1.2 0.6 -0.2
H -4.277812 1.025404 -0.416935 0.0 0.0 -0.1
H -0.117168 1.479025 2.509587 1.5 -0.9 -1.9
H 2.419813 -2.084086 0.309685 0.2 -0.2 0.6
H 0.126006 2.430254 0.090427 2.5 -0.6 0.4
H 1.724309 2.670730 1.040178 0.4 1.1 0.0
H 2.351007 2.163839 -1.261637 -0.8 -2.3 1.3
H 2.923118 0.773356 -0.176154 -1.3 0.2 -0.3
H 0.337731 0.873252 -2.017326 -0.6 1.3 -0.5
H 1.658249 -0.139309 -2.195797 0.2 0.0 0.0
```
Positions in Å, forces in eV/Å.

Atom charges from the natural (NBO) analysis, given in e for atoms 1 to 5:
1 C -0.2445
2 C -0.2330
3 C -0.4191
4 C -0.2513
5 C 0.7013


Formula: C4H9N2O2
Source: the OMol25 dataset
Level of theory: ωB97M-V/def2-TZVPD

- multiplicity = 2
- energy above the lowest of the compared OMol25 structures with the same formula, charge and spin (kJ/mol) = 73.8
- total charge = -2
- <S²> = 0.751
- gap between HOMO and LUMO (alpha / beta) (eV) = 2.913 / 7.752
- HOMO (alpha / beta) (eV) = 3.793 / -1.103

```
17
Properties=species:S:1:pos:R:3:forces:R:3
C -0.414597 0.176551 -0.931116 0.6 0.4 0.1
C 1.004033 -0.342352 -1.008226 1.5 1.9 -1.2
C 1.227103 -1.742135 -0.500165 0.9 -1.4 -1.3
N 2.267400 -2.425087 -1.281133 1.2 0.3 -0.1
N -0.948064 0.117710 0.412644 -0.9 1.0 -0.6
C -1.254261 1.403837 1.103672 1.1 -0.6 -0.1
O -0.638633 2.423728 0.700009 -0.6 -0.2 -0.2
O -2.040830 1.284767 2.056669 -0.2 0.1 0.3
H -0.400741 1.244641 -1.216833 -0.2 -0.5 0.0
H -1.002147 -0.394763 -1.673721 -0.2 0.1 0.3
H 1.439368 -0.207442 -2.021525 -1.0 -1.1 -0.5
H 1.708654 0.480309 -0.727594 -0.4 -0.7 1.6
H 1.679027 -1.779038 0.493069 -0.9 0.1 0.3
H 0.309369 -2.351636 -0.624917 0.0 0.6 0.8
H 2.111864 -2.562588 -2.274390 -0.6 0.0 0.1
H 2.559981 -3.320368 -0.885346 -0.2 0.0 0.1
H -0.523411 -0.567560 1.007356 -0.1 -0.1 0.2
```
Positions in Å, forces in eV/Å.

Atom charges from the natural (NBO) analysis, given in e for atoms 1 to 5:
1 C -0.2244
2 C -0.4451
3 C -0.6011
4 N -1.1758
5 N -0.7450


Number 1: E_tot -1491.7354 Ha. Number 2: E_tot -2945.5073 Ha. Number 3: E_tot -8999.9978 Ha. Number 4: E_tot -1066.1167 Ha. Number 5: E_tot -417.7004 Ha.